Formula: C16H16N7O4S2Ti
Source: OMol25
Level of theory: wB97M-V/def2-TZVPD

Its charge is +1. As for the total energy: -80257.2088 eV. As for the spin multiplicity: 1. As for the energy above the lowest of the compared OMol25 structures with the same formula, charge and spin: 126.6 kJ/mol. As for the orbital gap: 0.2490 hartree. The calculation puts the LUMO energy at -4.28 eV.

The geometry in XYZ format:
```
46
Properties=species:S:1:pos:R:3:forces:R:3
C -0.221334 -4.467466 0.168697 0.3 0.4 0.0
N -0.543653 -5.639905 0.709691 -0.1 0.0 0.0
Ti -0.105610 -1.603693 -0.964589 0.0 -2.1 0.0
C -1.776297 -0.063064 -2.707852 0.0 -0.2 -0.1
H 0.749320 1.180938 -2.067684 0.0 0.0 0.0
H -4.196864 2.223332 -2.293716 0.0 0.0 0.0
H -2.096395 2.690784 4.778840 0.0 0.0 0.1
H -0.966860 3.999968 4.420897 0.0 0.0 0.1
H 1.174957 3.526380 3.669478 0.1 0.0 0.0
C 2.488114 -2.352657 -0.063338 -0.3 -0.6 0.3
H 1.922019 3.299400 2.122763 0.0 0.0 -0.1
S -1.431398 -3.630520 -0.750336 0.3 -0.1 -0.2
O -0.641015 -1.072596 0.667993 -0.4 0.7 1.4
H -1.717663 1.757695 2.736983 0.1 0.1 -0.1
C -1.646925 -0.253900 0.894788 -1.1 0.6 0.7
C -2.189320 0.281226 -0.425832 0.0 -0.2 0.0
O -0.666743 -0.747869 -4.733795 0.0 -0.1 0.1
C -3.168707 1.220615 -0.705514 0.0 -0.1 0.1
N -1.019613 2.426558 3.038687 -0.1 -0.2 0.4
H -3.692340 1.720002 0.096162 0.0 0.0 0.0
H 4.816256 -0.899931 -0.320244 0.0 0.0 0.0
H -1.472683 -6.001704 0.590892 0.0 -0.1 0.0
C 3.936894 -0.409363 -0.712407 -0.2 -0.3 0.1
C -1.103274 2.916844 4.402873 0.1 0.0 -0.1
C 2.864669 1.434590 -1.800274 0.1 -0.1 0.0
H -0.366495 2.439862 5.054921 0.0 0.0 0.0
C -3.435737 1.498168 -2.039923 0.1 -0.1 0.0
O -2.158790 -0.046710 1.966478 0.1 -0.1 -0.3
C 2.701081 -1.042201 -0.638205 0.3 0.6 -0.1
H 3.269160 -2.882174 0.471159 0.0 0.0 -0.1
C -2.724597 0.866791 -3.067703 0.0 -0.1 -0.1
C 1.669908 0.750819 -1.694101 0.1 0.0 -0.1
H -2.916182 1.086535 -4.107709 0.1 0.0 0.0
H 4.967169 1.346203 -1.385272 0.0 0.0 0.0
N 1.018924 -4.037998 0.365269 0.3 -0.8 0.5
O -0.122282 -1.696482 -2.764263 0.0 0.0 -1.6
N 1.145719 3.145169 2.738771 -0.2 0.1 0.4
N -1.565241 -0.338497 -1.419734 -1.0 1.1 -0.2
H 0.135945 -6.155410 1.243852 0.0 0.0 0.0
H 2.882923 2.417293 -2.245444 0.0 0.0 -0.1
C 4.016003 0.838386 -1.306705 -0.2 0.1 0.0
N 1.590795 -0.451887 -1.126880 1.0 0.2 0.1
C 0.052848 2.530309 2.268195 0.1 0.0 -0.7
S 0.042430 1.942885 0.669784 0.4 0.6 0.1
N 1.301349 -2.858956 -0.180440 0.9 -0.3 0.3
C -0.800461 -0.887769 -3.555210 -0.8 0.8 -0.8
```
Positions in Å, forces in eV/Å.

What are the natural (NBO) partial charges on each atom? They are as follows, in elementary charge units: 0.3236, -0.7414, 1.5013, 0.1207, 0.2213, 0.2446, 0.2360, 0.2076, 0.4029, 0.0703, 0.4227, -0.0956, -0.6649, 0.4437, 0.8088, 0.1799, -0.4995, -0.1845, -0.5735, 0.2568, 0.2431, 0.4180, -0.2083, -0.4346, -0.2317, 0.2027, -0.1083, -0.5825, 0.1837, 0.2298, -0.1906, 0.1262, 0.2619, 0.2415, -0.3921, -0.6575, -0.7815, -0.5184, 0.4215, 0.2481, -0.1094, -0.5045, 0.3578, -0.3928, -0.2657, 0.7628

=====

Formula: C16H16O8
Source: OMol25
Level of theory: wB97M-V/def2-TZVPD

As for the total energy: -33220.2191 eV. As for the spin multiplicity: 1. As for the orbital gap: 0.2792 hartree. The calculation puts the LUMO energy at -1.81 eV. The structure (SMILES) is C#CC1=CC(=O)C=CC1=O.C[C@@H]1COC(=O)O1.C[C@@H]1COC(=O)O1.

The geometry in XYZ format:
```
40
Properties=species:S:1:pos:R:3:forces:R:3
H -1.446961 -1.993611 3.707055 1.0 -0.1 -2.7
H 0.054962 -3.037632 -4.741828 0.0 0.1 0.1
C -1.037926 -1.938012 2.598906 0.5 3.1 -3.8
H -2.467031 -1.520559 -4.584186 0.2 0.1 -0.1
O 1.182070 -0.901231 -3.508065 0.6 0.2 -0.8
C -1.784246 -2.035998 -5.267501 -0.4 -0.4 0.0
H 1.741405 -1.009403 -0.676766 -2.2 -1.0 1.5
C 1.467988 -0.724636 -4.833425 1.9 1.1 -0.9
H -0.951301 5.786865 3.426542 0.1 -0.1 0.1
O 0.091668 0.816945 4.338522 -0.5 2.3 -1.3
O -1.247559 -0.149269 -0.872577 3.9 -3.1 6.6
H -1.821186 0.219413 2.181357 1.4 -2.4 -1.6
H -0.326234 -1.993743 -2.596131 0.1 0.2 -0.1
C 1.073739 -2.642371 0.890499 1.0 2.0 -2.0
C -0.153735 -3.167867 1.889623 -1.2 -4.3 1.5
C -0.350945 -2.018643 -4.763692 -1.0 -0.4 -0.2
C -1.232117 -0.710255 1.727513 0.5 -3.6 2.1
O -0.408458 -4.460094 2.132970 1.9 8.2 -1.6
O -0.815527 2.021074 2.615415 0.5 -0.2 0.7
C -0.168426 -1.324860 -3.446722 -0.5 -0.3 0.6
C -0.610876 -0.688293 0.175228 -1.8 1.4 -2.9
H -2.142370 -3.068277 -5.343162 0.0 0.2 -0.1
H 1.108836 3.924412 2.439671 -0.2 -0.1 0.0
C 2.541693 -3.443892 0.877059 7.6 -0.5 3.9
C -0.079545 1.874072 3.758321 0.6 -2.0 1.5
O 0.434891 3.073839 4.165450 -0.4 -1.4 -0.2
C 3.871206 -3.754654 1.294792 -9.0 2.4 -2.5
H 4.985633 -3.996772 1.646784 -3.2 0.5 -1.3
H 0.260117 5.472323 4.684663 0.0 -0.1 -0.2
C 0.230419 3.983747 3.094224 0.1 1.2 0.1
O 0.479218 -1.247471 -5.620075 1.1 0.6 0.4
C 0.056845 5.401808 3.611381 0.2 0.5 -0.2
C -0.989099 3.415102 2.432048 -0.4 0.4 -0.8
C 0.883016 -1.425935 0.030430 -0.5 -2.9 2.7
O 2.467407 -0.172066 -5.256852 -2.1 -1.2 0.9
H -1.041047 3.662258 1.368080 0.0 -0.2 0.1
H 0.746210 6.076754 3.092920 -0.1 -0.1 0.2
H -1.874714 -1.574946 -6.256173 0.2 -0.1 0.2
H -1.927882 3.709278 2.914848 0.2 0.1 0.1
H -0.800139 -0.437399 -3.327148 0.0 -0.2 -0.1
```
Positions in Å, forces in eV/Å.

What are the natural (NBO) partial charges on each atom? They are as follows, in elementary charge units: 0.2762, 0.1815, -0.2468, 0.2168, -0.4962, -0.6354, 0.2884, 0.9655, 0.2148, -0.5740, -0.5422, 0.2794, 0.2086, -0.0900, 0.5135, 0.0549, -0.2584, -0.4949, -0.5048, -0.0914, 0.5188, 0.2209, 0.1875, -0.0760, 0.9693, -0.4794, -0.2192, 0.2983, 0.2453, 0.0553, -0.4863, -0.6362, -0.0918, -0.2600, -0.5781, 0.2133, 0.2255, 0.2407, 0.1868, 0.1999

=====

Formula: C16H17Br2Cl5EuN3O2PS
Source: OMol25
Level of theory: wB97M-V/def2-TZVPD

Its charge is +2. As for the total energy: -267572.6845 eV. As for the spin multiplicity: 8. As for the energy above the lowest of the compared OMol25 structures with the same formula, charge and spin: 0.0 kJ/mol. As for the orbital gap (alpha / beta): 0.2569 / 0.2796 hartree. The calculation puts the LUMO energy (alpha / beta) at -5.76 / -5.77 eV.

The geometry in XYZ format:
```
48
Properties=species:S:1:pos:R:3:forces:R:3
H 1.185507 -3.857912 -2.588662 0.0 0.0 0.0
S -4.013529 2.876291 0.499209 0.0 0.0 0.0
C -0.878073 -1.710966 -4.183690 0.0 0.1 -0.1
H 2.407702 3.401642 -2.438251 0.0 0.0 0.0
Cl -0.699640 -0.160764 2.896028 0.0 -0.1 -0.1
Eu 0.057041 0.015668 -0.120897 0.1 0.8 0.0
H 1.034525 -3.580716 -0.311457 -0.1 0.0 0.0
C 2.433199 -2.480396 3.859538 0.0 0.0 0.0
Br 0.124685 2.378886 -2.497305 0.0 0.2 -0.1
Cl 3.192591 -3.063878 5.275550 0.0 0.0 0.0
N 0.155736 -3.934353 -0.750191 0.1 0.1 0.0
H -3.288472 0.996440 -0.874499 0.0 0.0 0.0
N -1.709649 1.749566 0.276148 -0.4 0.5 0.3
C 0.721542 -1.215119 2.775216 -0.1 0.1 0.1
H 0.277132 -0.893214 -5.772595 0.0 0.0 0.0
O 0.941261 -0.947033 -2.428385 0.2 -0.2 -0.2
H 1.384479 3.961505 -1.060493 0.0 0.0 0.0
O -1.274703 -1.575837 -1.394028 -0.3 -0.4 -0.3
H -0.627670 -3.440143 -0.305200 0.0 0.0 0.0
C -0.365788 3.131905 1.857673 0.0 0.0 0.0
C 1.304485 -1.661844 3.955322 0.0 0.0 0.0
H -3.648816 5.131037 2.544492 0.0 0.0 0.0
H 0.553049 2.580269 1.691676 0.0 0.0 0.0
C -1.562637 4.905882 2.987992 0.0 0.0 0.0
C 1.708885 3.121263 -1.661165 0.0 0.0 0.0
H -1.547219 5.728241 3.689640 0.0 0.0 0.0
H -0.540223 -4.284642 -2.709797 0.0 0.0 0.0
H -0.772013 -2.630041 -4.756748 0.0 0.0 0.0
H -0.584317 0.240613 -4.940692 0.0 0.0 -0.1
Br 2.583503 1.857302 -0.501308 0.2 0.0 0.0
C 2.292285 -2.298136 1.478280 0.2 -0.1 0.1
H 0.733593 -0.421776 -4.198033 0.1 -0.1 0.0
H 0.525807 4.465490 3.257834 0.0 0.0 0.0
Cl 0.669272 -1.231375 5.486186 0.0 0.0 0.0
H 0.080995 -4.934862 -0.560212 0.0 0.0 0.0
C 1.167606 -1.497732 1.497013 0.4 -0.7 0.3
C -0.381843 4.188144 2.739434 0.0 0.0 0.0
Cl 4.332671 -3.804842 2.470212 0.0 0.0 0.0
C -2.717537 3.511772 1.452964 0.0 0.0 0.0
C 2.942716 -2.808940 2.601063 0.0 0.0 0.0
Cl 3.009737 -2.696027 -0.111477 -0.2 0.0 0.0
C -1.552472 2.783660 1.204683 0.0 0.0 -0.1
N -0.058766 -0.629892 -4.845778 -0.1 0.1 0.1
C 0.185236 -3.637406 -2.218099 0.1 -0.1 0.1
C -2.937363 1.720433 -0.150163 0.0 0.0 0.0
P -0.245314 -1.865591 -2.451374 -0.1 -0.2 0.1
H -1.925539 -1.417057 -4.191949 0.0 -0.1 0.0
C -2.739446 4.578631 2.352755 0.0 0.0 0.0
```
Positions in Å, forces in eV/Å.

What are the natural (NBO) partial charges on each atom? They are as follows, in elementary charge units: 0.2714, 0.5032, -0.6152, 0.2547, 0.0173, 1.2241, 0.4697, -0.0727, 0.0617, 0.1089, -0.7032, 0.2260, -0.5670, 0.0591, 0.4522, -1.1227, 0.2543, -1.1259, 0.4637, -0.2539, -0.1376, 0.2436, 0.2113, -0.1828, -0.5035, 0.2412, 0.2585, 0.2633, 0.4469, 0.1459, -0.0519, 0.4862, 0.2346, 0.0956, 0.4511, -0.6003, -0.1733, 0.0883, -0.2446, -0.1085, -0.0375, 0.1605, -0.6892, -0.6123, -0.1082, 2.1347, 0.2752, -0.1927

=====

The lowest total energy belongs to which entry?
C16H17Br2Cl5EuN3O2PS